Record 1
Entry from the Open Molecules 2025 dataset: C3H4BaO3 as an isolated structure at a distorted geometry (wB97M-V/def2-TZVPD).

Charge: +1
ΔE to the lowest compared entry with this formula, charge and spin, kcal per mole: 0.00
Maximum force, eV/Å: 4.487
Spin multiplicity: 2
HOMO energy (spin up / spin down), eV: -8.5 / -14.7
Kohn-Sham gap (spin up / spin down), Eh: 0.1896 / 0.4066

Geometry as XYZ:
```
11
Properties=species:S:1:pos:R:3:forces:R:3
C 3.038 -1.247 0.686 -0.71 2.42 2.00
C 2.052 -1.729 -0.260 -2.54 1.92 -1.31
O 0.994 -1.065 -0.420 1.06 -1.42 -0.28
C -0.115 0.730 1.060 2.17 3.91 -0.36
O 0.829 1.074 1.681 -2.29 -2.09 -0.47
O -0.988 0.863 0.275 -0.03 -1.73 0.70
H 3.847 -0.721 0.160 -0.01 -0.42 -0.12
H 2.194 -2.579 -0.946 0.27 -0.08 0.46
H 3.461 -2.091 1.248 -0.02 0.55 0.20
Ba -1.375 -0.496 -2.311 0.38 0.00 0.51
H 2.492 -0.314 1.319 1.71 -3.07 -1.34
```
Positions in Å, forces in eV/Å.

---

Record 2
Entry from the Open Molecules 2025 dataset: C3H4BiO3 as an isolated structure at a distorted geometry (wB97M-V/def2-TZVPD).

Charge: +3
ΔE to the lowest compared entry with this formula, charge and spin, kcal per mole: 47.17
Maximum force, eV/Å: 7.153
HOMO energy (spin up / spin down), eV: -23.3 / -23.3
Kohn-Sham gap (spin up / spin down), Eh: 0.1654 / 0.1653

Geometry as XYZ:
```
11
Properties=species:S:1:pos:R:3:forces:R:3
C 0.966 -0.042 1.375 -0.44 0.82 0.08
C -0.323 0.372 1.262 0.40 -2.12 1.11
O -0.895 0.804 0.096 -1.10 -0.24 -3.25
C -0.791 0.184 -1.070 2.29 3.64 5.72
O 0.176 -0.678 -1.251 0.78 -1.62 -0.20
O -1.336 0.641 -2.075 -1.60 -0.70 -2.45
H 1.741 0.667 1.068 0.45 -0.48 -0.85
H -1.078 0.248 2.040 -0.15 -0.02 -0.15
H 1.183 -0.608 2.286 0.09 0.18 -0.16
Bi -0.494 -0.829 -3.430 -0.11 0.29 -0.52
H 0.852 -0.759 -0.303 -0.63 0.25 0.68
```
Positions in Å, forces in eV/Å.

---

Record 3
Entry from the Open Molecules 2025 dataset: a 2-piece molecular cluster, C3H4Br2Cl2O overall at a distorted geometry (wB97M-V/def2-TZVPD).

Charge: 0
ΔE to the lowest compared entry with this formula, charge and spin, kcal per mole: 0.07
SMILES: CC(Cl)(Cl)C(=O)Br.Br
Maximum force, eV/Å: 4.219
HOMO energy, eV: -10.8
Kohn-Sham gap, Eh: 0.3806

Geometry as XYZ:
```
12
Properties=species:S:1:pos:R:3:forces:R:3
C -0.291 -0.203 -1.179 2.51 -3.33 -0.64
C -0.816 -0.917 0.056 -1.97 0.05 -0.98
Cl -2.675 -0.856 -0.269 0.68 -0.22 0.47
Cl -0.388 -2.626 0.352 0.23 0.89 -0.50
C -0.733 -0.164 1.354 -0.45 0.14 1.79
O -0.957 -0.621 2.428 0.57 0.80 -1.20
Br -0.379 1.770 1.087 -0.17 -0.43 0.50
H 0.814 0.063 -0.999 -1.42 -0.81 -0.77
H -0.553 -0.915 -2.066 1.10 1.32 1.45
H -0.778 0.691 -1.350 -1.17 1.63 -0.10
Br 3.363 1.201 0.448 0.10 -0.25 0.03
H 3.392 2.577 0.139 -0.02 0.20 -0.05
```
Positions in Å, forces in eV/Å.

---

Record 4
Entry from the Open Molecules 2025 dataset: C3H4Br2S as an isolated structure at a distorted geometry (wB97M-V/def2-TZVPD).

Charge: 0
ΔE to the lowest compared entry with this formula, charge and spin, kcal per mole: 28.17
Maximum force, eV/Å: 4.097
HOMO energy, eV: -8.6
Kohn-Sham gap, Eh: 0.3392

Geometry as XYZ:
```
10
Properties=species:S:1:pos:R:3:forces:R:3
C -1.046 0.498 -0.817 -1.78 -1.36 -0.76
C -0.029 1.475 -0.847 2.50 3.17 0.71
C -0.807 -0.105 0.350 1.02 1.53 -0.59
S 0.665 0.875 0.762 -0.63 -0.35 -0.11
Br 2.311 -2.452 1.114 -0.13 -0.45 0.36
Br -1.702 -1.229 1.439 -0.61 -1.00 0.61
H -1.767 0.521 -1.620 -0.62 -0.84 0.36
H 2.065 -3.604 1.946 0.12 0.43 -0.34
H 0.746 1.503 -1.619 -0.30 -0.22 -0.10
H -0.434 2.518 -0.709 0.43 -0.90 -0.13
```
Positions in Å, forces in eV/Å.

---

Record 5
Entry from the Open Molecules 2025 dataset: a 2-piece molecular cluster, C3H4BrClF2 overall at a distorted geometry (wB97M-V/def2-TZVPD).

Charge: 0
ΔE to the lowest compared entry with this formula, charge and spin, kcal per mole: 0.00
Maximum force, eV/Å: 9.472
Spin multiplicity: 3
HOMO energy (spin up / spin down), eV: -6.0 / -11.0
Kohn-Sham gap (spin up / spin down), Eh: 0.2502 / 0.3095

Geometry as XYZ:
```
11
Properties=species:S:1:pos:R:3:forces:R:3
C 0.345 -1.093 0.913 -4.44 -5.55 -6.26
C 0.591 -0.445 2.074 4.47 5.06 5.64
C -0.542 1.026 -1.749 0.60 -1.19 -0.27
F -1.833 0.880 -1.977 -0.84 -0.16 0.31
F -0.176 2.170 -2.277 0.41 1.23 0.13
Cl -0.473 -0.357 3.350 -0.41 -0.01 0.00
Br 0.437 -0.371 -2.637 0.32 -0.66 -0.70
H 1.005 -1.110 0.044 -0.23 0.09 0.55
H -0.598 -1.828 0.897 2.38 1.63 -0.20
H -0.233 0.833 -0.727 -0.52 0.80 0.42
H 1.479 0.296 2.089 -1.74 -1.24 0.37
```
Positions in Å, forces in eV/Å.

---

Record 6
Entry from the Open Molecules 2025 dataset: one molecule with the formula C3H4BrN at a distorted geometry (wB97M-V/def2-TZVPD).

Charge: 0
ΔE to the lowest compared entry with this formula, charge and spin, kcal per mole: 101.75
Maximum force, eV/Å: 2.891
HOMO energy (spin up / spin down), eV: -8.6 / -8.1
Kohn-Sham gap (spin up / spin down), Eh: 0.3036 / 0.2585

Geometry as XYZ:
```
9
Properties=species:S:1:pos:R:3:forces:R:3
C 1.209 0.142 0.760 -0.58 2.16 1.28
C 1.192 -1.071 0.247 1.37 1.03 -1.14
C -1.543 0.568 -0.638 -0.75 -2.61 0.62
N 1.032 1.228 1.213 1.59 -0.87 0.55
Br -0.891 2.020 0.145 -1.01 0.61 -0.56
H 1.913 -1.264 -0.495 0.63 -0.59 -0.77
H 0.417 -1.696 0.435 -1.91 -2.02 0.79
H -1.932 -0.299 0.036 0.63 1.97 -1.33
H -1.396 0.372 -1.704 0.04 0.32 0.55
```
Positions in Å, forces in eV/Å.

---

Record 7
Entry from the Open Molecules 2025 dataset: one molecule with the formula C3H4BrN at a distorted geometry (wB97M-V/def2-TZVPD).

Charge: 0
ΔE to the lowest compared entry with this formula, charge and spin, kcal per mole: 107.48
Maximum force, eV/Å: 4.372
HOMO energy, eV: -8.8
Kohn-Sham gap, Eh: 0.2912

Geometry as XYZ:
```
9
Properties=species:S:1:pos:R:3:forces:R:3
C -0.401 0.159 0.374 -0.05 -2.75 0.39
C 0.894 -0.491 0.873 -2.01 0.52 0.88
C 3.175 -0.729 0.512 -0.45 -0.69 1.25
N 1.911 -0.480 0.054 1.70 1.49 -3.74
Br 4.360 -0.638 -0.906 0.49 0.18 -0.65
H -0.348 1.142 0.778 -0.30 0.86 0.77
H -1.271 -0.459 0.791 1.17 1.28 -0.24
H -0.596 0.266 -0.685 0.41 -0.06 -0.67
H 1.952 -0.095 -0.993 -0.95 -0.84 2.02
```
Positions in Å, forces in eV/Å.

---

Record 8
Entry from the Open Molecules 2025 dataset: a 2-piece molecular cluster, C3H4BrN overall at a distorted geometry (wB97M-V/def2-TZVPD).

Charge: 0
ΔE to the lowest compared entry with this formula, charge and spin, kcal per mole: 55.08
Maximum force, eV/Å: 4.682
Spin multiplicity: 3
HOMO energy (spin up / spin down), eV: -5.5 / -11.0
Kohn-Sham gap (spin up / spin down), Eh: 0.1879 / 0.2309

Geometry as XYZ:
```
9
Properties=species:S:1:pos:R:3:forces:R:3
C 0.223 0.462 2.214 -1.83 0.22 -2.99
C 0.145 -0.350 -0.129 -0.17 0.69 -0.24
C -0.581 0.210 1.070 4.14 2.18 0.25
N 0.896 0.615 3.127 1.28 0.22 1.93
Br -2.163 -0.828 1.560 -3.32 -0.82 0.34
H -0.420 -0.163 -1.042 0.05 -0.09 -0.02
H 0.284 -1.422 -0.022 -0.02 -0.20 0.01
H 1.122 0.124 -0.220 0.00 -0.02 -0.08
H -1.212 1.530 0.618 -0.13 -2.17 0.81
```
Positions in Å, forces in eV/Å.

---

Record 9
Entry from the Open Molecules 2025 dataset: one molecule with the formula C3H4BrN3 at a distorted geometry (wB97M-V/def2-TZVPD).

Charge: 0
ΔE to the lowest compared entry with this formula, charge and spin, kcal per mole: 92.52
Maximum force, eV/Å: 3.936
HOMO energy, eV: -7.7
Kohn-Sham gap, Eh: 0.2854

Geometry as XYZ:
```
11
Properties=species:S:1:pos:R:3:forces:R:3
C 0.456 -0.125 1.024 2.98 -2.10 1.48
C 0.864 -1.329 0.389 1.17 -0.61 0.25
C -0.413 0.754 0.621 -0.98 -1.09 -1.04
N 0.429 -1.597 -0.836 -1.06 0.45 -1.11
N -0.195 -0.655 -1.415 -0.29 -1.07 0.69
N -0.702 1.902 0.185 -0.68 -0.85 1.21
Br -1.345 -1.459 -2.817 0.46 0.48 0.22
H 0.962 -0.033 2.006 -0.64 0.48 -0.46
H 1.605 -2.115 0.753 -1.25 1.64 0.08
H -0.016 2.494 -0.145 1.51 1.86 -0.85
H -1.647 2.163 0.235 -1.23 0.81 -0.47
```
Positions in Å, forces in eV/Å.

---

Record 10
Entry from the Open Molecules 2025 dataset: a 2-piece molecular cluster, C3H4BrNO overall at a distorted geometry (wB97M-V/def2-TZVPD).

Charge: 0
ΔE to the lowest compared entry with this formula, charge and spin, kcal per mole: 22.36
SMILES: C=CBr.N=C=O
Maximum force, eV/Å: 2.255
HOMO energy, eV: -9.5
Kohn-Sham gap, Eh: 0.3726

Geometry as XYZ:
```
10
Properties=species:S:1:pos:R:3:forces:R:3
C 0.004 -0.468 -0.450 1.08 0.69 -1.86
C -0.555 -1.285 0.402 -1.81 0.28 -0.23
Br 0.161 -1.668 2.036 0.71 -0.55 1.31
H -0.623 -0.287 -1.395 1.46 0.14 1.39
H 1.067 -0.057 -0.262 -2.00 -0.62 -0.70
H -1.631 -1.531 0.342 1.03 -0.40 -0.24
N -2.297 0.481 1.547 0.47 -0.56 0.59
C -2.992 0.707 0.619 -0.69 0.37 0.00
O -3.672 0.795 -0.312 -0.45 0.10 -1.07
H -2.047 0.927 2.383 0.21 0.55 0.80
```
Positions in Å, forces in eV/Å.

---

Record 11
Entry from the Open Molecules 2025 dataset: one molecule with the formula C3H4BrNO2 at a distorted geometry (wB97M-V/def2-TZVPD).

Charge: 0
ΔE to the lowest compared entry with this formula, charge and spin, kcal per mole: 91.31
SMILES: C/C=C(\Br)[N+](=O)[O-]
Maximum force, eV/Å: 3.313
HOMO energy, eV: -10.3
Kohn-Sham gap, Eh: 0.3525

Geometry as XYZ:
```
11
Properties=species:S:1:pos:R:3:forces:R:3
C -0.863 -0.163 1.509 -0.40 -0.96 -1.67
C 0.088 -0.505 0.379 -2.44 1.89 -0.89
C -0.002 0.033 -0.858 -2.41 1.68 1.54
Br -1.425 1.494 -1.445 1.78 -2.12 0.98
N 1.156 0.106 -1.678 0.97 -0.60 0.81
O 1.853 -0.884 -1.627 0.41 -0.70 -0.61
O 1.463 1.161 -2.142 0.13 0.90 -1.07
H -0.935 -0.997 2.265 -0.55 0.85 -1.11
H -0.434 0.662 2.010 0.57 1.04 0.73
H -1.745 0.253 0.955 0.07 -0.83 1.35
H 0.845 -1.159 0.631 1.86 -1.15 -0.05
```
Positions in Å, forces in eV/Å.

---

Record 12
Entry from the Open Molecules 2025 dataset: a 2-piece molecular cluster, C3H4BrNO3 overall at a distorted geometry (wB97M-V/def2-TZVPD).

Charge: 0
ΔE to the lowest compared entry with this formula, charge and spin, kcal per mole: 161.70
Maximum force, eV/Å: 4.069
HOMO energy (spin up / spin down), eV: -10.6 / -10.5
Kohn-Sham gap (spin up / spin down), Eh: 0.3057 / 0.3100

Geometry as XYZ:
```
12
Properties=species:S:1:pos:R:3:forces:R:3
C -0.385 -0.734 0.439 -2.71 -0.98 -1.36
C -1.249 -0.537 -0.902 1.00 1.26 0.40
C 0.846 0.068 0.590 1.04 -0.62 3.88
N 0.779 1.481 0.216 -0.44 1.04 -1.04
O -0.636 -1.678 1.148 0.31 0.83 -0.07
O -0.262 2.106 0.342 -0.01 -0.88 0.78
O 1.754 1.925 -0.326 0.84 0.56 0.02
Br 2.228 -0.838 -0.289 0.36 -0.24 -0.06
H -0.775 -1.262 -1.552 0.36 0.10 -0.54
H -1.264 0.519 -1.393 0.10 -2.00 1.08
H -2.243 -0.963 -0.786 -0.08 0.41 0.50
H 1.209 -0.085 2.514 -0.76 0.51 -3.59
```
Positions in Å, forces in eV/Å.

---

Record 13
Entry from the Open Molecules 2025 dataset: one molecule with the formula C3H4BrNO4 at a distorted geometry (wB97M-V/def2-TZVPD).

Charge: 0
ΔE to the lowest compared entry with this formula, charge and spin, kcal per mole: 18.19
SMILES: O=[N+]([O-])[C@@]1(Br)COCO1
Maximum force, eV/Å: 4.446
HOMO energy, eV: -10.4
Kohn-Sham gap, Eh: 0.3831

Geometry as XYZ:
```
13
Properties=species:S:1:pos:R:3:forces:R:3
O -1.111 -1.675 -2.051 0.06 -0.06 0.01
N -0.343 -0.888 -1.562 0.74 0.07 -0.50
O 0.842 -0.756 -1.848 -0.82 -0.09 0.15
C -0.808 0.001 -0.414 1.89 -3.19 2.46
Br -2.664 0.022 -0.247 -0.95 -0.03 0.09
C 0.095 -0.730 1.035 -2.70 -0.63 -1.40
O 0.469 0.421 1.610 0.94 2.96 -0.34
C 0.768 1.330 0.585 2.42 1.13 -1.77
O -0.253 1.175 -0.463 1.17 1.82 0.81
H -0.587 -1.235 1.751 0.35 0.01 -0.86
H 0.940 -1.331 0.713 -0.09 -0.21 -0.51
H 0.822 2.402 0.857 -0.92 -0.75 0.66
H 1.827 1.264 0.033 -2.09 -1.04 1.19
```
Positions in Å, forces in eV/Å.

---

Record 14
Entry from the Open Molecules 2025 dataset: a 2-piece molecular cluster, C3H4BrNS overall at a distorted geometry (wB97M-V/def2-TZVPD).

Charge: 0
ΔE to the lowest compared entry with this formula, charge and spin, kcal per mole: 7.45
SMILES: c1cnsc1.Br
Maximum force, eV/Å: 2.085
HOMO energy, eV: -9.8
Kohn-Sham gap, Eh: 0.3839

Geometry as XYZ:
```
10
Properties=species:S:1:pos:R:3:forces:R:3
C 0.316 0.445 0.245 -0.56 -1.08 -1.07
C 0.157 -0.956 0.454 -0.44 -0.48 0.46
N -0.224 -1.654 -0.621 0.15 0.09 1.42
S -0.442 -0.674 -1.921 1.24 0.60 0.86
C 0.130 0.720 -1.091 -0.61 1.06 0.73
H 0.300 1.186 1.019 0.72 0.22 0.20
H 0.287 -1.417 1.502 -0.29 0.37 -2.03
H 0.177 1.770 -1.409 -0.23 -0.77 -0.53
Br 3.046 -3.636 0.187 -1.09 0.27 0.86
H 1.880 -3.349 1.056 1.11 -0.29 -0.90
```
Positions in Å, forces in eV/Å.